Here is a 2-piece molecular cluster, CH4ClNO overall from the Open Molecules 2025 dataset. Energies are from ωB97M-V/def2-TZVPD.

## Properties
- gap between HOMO and LUMO (eV) = 11.44
- relative energy (zero: lowest compared OMol25 entry of this formula, charge and spin) (kcal per mole) = 26.1
- LUMO (eV) = 0.753
- SMILES = O=CCl.N

Geometry as ORCA input:
```
! wB97M-V def2-TZVPD RIJCOSX def2/J DEFGRID3
* xyz 0 1
O 0.222 -2.534 0.109
C 0.408 -1.573 0.732
Cl -0.382 -1.345 2.355
H 1.217 -0.837 0.518
N -0.544 1.325 -0.963
H -1.123 2.035 -0.774
H 0.166 1.388 -0.186
H 0.035 1.541 -1.791
*
```